{
  "formula": "C5H13N",
  "method": "wB97M-V/def2-TZVPD",
  "species": ["C", "N", "C", "C", "C", "C", "H", "H", "H", "H", "H", "H", "H", "H", "H", "H", "H", "H", "H"],
  "xyz": [[1.9097, 0.6290, 1.9836], [1.4351, 0.0596, 0.6830], [0.0498, 0.4826, 0.3806], [-0.4101, -0.1281, -0.9416], [-0.3378, -1.6558, -0.9609], [-1.8307, 0.3460, -1.2363], [1.0152, 0.9870, 2.5180], [2.5162, 1.5192, 1.7736], [2.2039, -0.1865, 2.6524], [1.9427, 0.6062, -0.0194], [-0.1042, 1.5661, 0.2917], [-0.5425, 0.1728, 1.2478], [0.2484, 0.3555, -1.6714], [-1.2007, -1.9799, -1.5574], [-0.6162, -2.0801, 0.0096], [0.5888, -2.1090, -1.2940], [-2.0240, 1.4220, -1.2334], [-2.5708, 0.0607, -0.4740], [-2.2728, -0.0673, -2.1519]],
  "atomic_forces_ev_per_a": [[-2.006, -0.229, -0.449], [0.017, 1.250, -0.327], [0.018, -0.639, 0.458], [-0.232, 0.606, 0.676], [-1.275, -0.025, 0.115], [-1.299, -0.036, 0.219], [0.222, 0.324, -0.099], [0.489, -0.451, 0.635], [1.009, 0.307, -0.215], [0.383, -0.547, 0.029], [0.358, 0.190, 0.233], [-0.328, -0.155, -0.341], [0.021, -0.462, -0.289], [0.484, -0.289, -0.527], [0.452, 0.258, 0.197], [0.128, 0.097, -0.087], [0.725, 0.213, -0.344], [0.432, -0.525, 0.260], [0.402, 0.114, -0.144]],
  "charge": -1,
  "orbital_gap_ev": [2.591, 9.290],
  "spin_multiplicity": 2,
  "de_lowest_kcal_mol": 21.4,
  "e_tot_ev": -6883.594,
  "homo_ev": [1.52, -5.22]
}